{"formula": "C6H11N4", "method": "ωB97M-V/def2-TZVPD", "elements": ["C", "C", "C", "C", "C", "C", "N", "N", "N", "N", "H", "H", "H", "H", "H", "H", "H", "H", "H", "H", "H"], "positions_angstrom": [[-2.720350, 1.206809, -0.130607], [-0.701293, 0.470092, -0.206736], [-1.538160, -0.565739, 0.136948], [1.830685, 0.596190, 1.090454], [2.173717, 1.086138, -0.231180], [1.227197, 0.058262, -0.187858], [-2.798485, -0.081219, 0.244119], [-1.474639, 1.576180, -0.357689], [-1.099288, -1.935532, 0.459436], [1.170379, -1.257309, -0.806829], [-3.556275, 1.892822, -0.084199], [2.626555, -0.038466, 1.495745], [1.002960, 1.019884, 1.665323], [2.087154, 2.190515, -0.599333], [3.051374, 0.693824, -0.623227], [-1.194361, 2.548937, -0.576687], [-1.066400, -2.083258, 1.424485], [-1.864382, -2.566172, -0.029295], [-0.040713, -1.785068, -0.166017], [2.018262, -1.817108, -0.760719], [0.866060, -1.209792, -1.756140]], "forces_ev_per_a": [[-2.0, -1.9, 1.6], [5.1, -2.2, 0.1], [0.0, 1.9, 0.5], [-0.4, -2.3, 0.7], [0.6, 5.1, -2.3], [-6.7, 0.0, -0.3], [-0.6, 0.5, -0.8], [1.7, 1.4, -0.6], [-1.9, 0.8, -4.8], [-0.3, -0.1, 1.2], [0.1, -0.1, -0.2], [-0.6, 0.4, 0.7], [1.1, 0.1, 0.3], [-0.4, -2.2, 0.7], [2.0, -0.5, -0.4], [-0.1, -1.2, 0.1], [0.1, -0.5, 1.8], [2.2, 1.1, 1.5], [0.0, -1.0, 0.9], [0.0, 0.1, 0.2], [0.1, 0.3, -0.9]], "mulliken_charge": [-0.307, -0.730, 0.512, -0.653, -0.655, 0.660, -0.655, 0.007, -0.205, -0.554, 0.382, 0.266, 0.302, 0.217, 0.277, 0.245, 0.320, 0.405, 0.589, 0.276, 0.302], "multiplicity": 1, "charge": 1, "gap_ev": 10.0, "largest_force_ev_per_a": 6.720, "e_homo_ev": -12.8}

{"formula": "C6H11N4O2", "method": "ωB97M-V/def2-TZVPD", "elements": ["N", "N", "C", "C", "N", "C", "C", "C", "C", "N", "O", "O", "H", "H", "H", "H", "H", "H", "H", "H", "H", "H", "H"], "positions_angstrom": [[1.731365, -1.603890, 1.956605], [1.255113, -1.285941, 0.737916], [0.260845, -0.555323, 0.383858], [-0.146645, -0.644537, -1.075652], [1.037920, -0.825130, -1.881732], [-1.072071, 0.584417, -1.349794], [-2.297948, 0.406969, -0.495257], [-2.012670, 0.339451, 0.798213], [-0.543232, 0.505001, 1.097307], [-0.204907, 1.806314, 0.453640], [1.198243, 1.956988, 0.643916], [-0.417307, 1.766096, -0.934359], [1.526437, -0.962544, 2.710510], [2.664025, -1.994559, 1.957646], [1.668108, -1.793659, -0.063311], [-0.781396, -1.533952, -1.191044], [0.811854, -1.146833, -2.814560], [1.547710, 0.048877, -1.971937], [-1.271451, 0.731322, -2.410634], [-3.286195, 0.404374, -0.917262], [-2.723190, 0.276649, 1.600533], [-0.315971, 0.611879, 2.157068], [1.371363, 2.908035, 0.608329]], "forces_ev_per_a": [[0.1, -0.3, 0.9], [-0.6, 0.3, -0.8], [-0.3, 0.2, -0.4], [-0.1, 0.1, -0.4], [0.1, 0.1, -0.1], [0.0, -0.6, 0.2], [0.1, 0.0, 0.1], [0.0, -0.2, -0.2], [0.1, -0.1, 0.4], [0.7, 0.7, 1.1], [-0.1, -0.6, -0.3], [0.5, 0.3, -0.5], [0.0, 0.1, -0.2], [-0.1, 0.3, -0.2], [0.0, 0.1, 0.2], [0.1, 0.1, 0.1], [0.0, -0.1, 0.0], [0.0, 0.0, 0.0], [0.0, -0.2, 0.1], [-0.2, -0.1, 0.0], [-0.2, -0.1, 0.1], [0.0, 0.0, -0.1], [-0.3, 0.0, 0.0]], "mulliken_charge": [-0.836, 0.316, -0.264, 0.301, -0.790, -0.193, -0.558, -0.742, 0.126, -0.052, -0.471, -0.298, 0.263, 0.273, 0.370, 0.449, 0.276, 0.208, 0.533, 0.460, 0.434, 0.800, 0.393], "multiplicity": 1, "charge": 1, "gap_ev": 9.1, "largest_force_ev_per_a": 1.460, "smiles": "N/[NH+]=C1/[C@H](N)[C@H]2C=C[C@@H]1N(O)O2", "e_homo_ev": -12.9}

{"formula": "C6H11N5O2S", "method": "ωB97M-V/def2-TZVPD", "elements": ["C", "C", "C", "N", "C", "N", "N", "C", "S", "C", "O", "O", "N", "N", "H", "H", "H", "H", "H", "H", "H", "H", "H", "H", "H"], "positions_angstrom": [[-2.826357, 1.556492, 0.051928], [-3.293261, 0.373539, 1.086439], [-2.111040, -0.698182, 1.488946], [-1.013242, -0.050790, 2.358828], [0.241898, -0.128626, 1.455106], [0.529504, 1.084978, 0.747416], [1.563119, 1.003069, -0.048926], [2.192820, -0.279254, -0.049226], [3.667635, -0.416935, -1.266940], [2.842448, -0.739459, -2.959134], [4.490983, 0.913549, -1.328913], [4.560446, -1.650374, -0.853938], [1.936940, -1.478163, 0.684308], [0.904053, -1.400361, 1.481966], [-1.791346, 1.338836, -0.485491], [-3.610202, 1.688148, -0.835668], [-2.761708, 2.608985, 0.610712], [-4.186209, -0.260575, 0.637124], [-3.621409, 0.908019, 2.101508], [-1.618446, -1.177847, 0.517694], [-2.622304, -1.592649, 2.076826], [-1.333092, 0.953322, 2.429117], [2.168544, -1.719919, -2.860755], [3.618281, -0.961319, -3.806667], [2.071945, 0.125515, -3.232259]], "forces_ev_per_a": [[-0.1, 0.5, -0.7], [0.4, -0.1, 0.4], [-1.3, -1.0, -0.5], [1.3, 0.2, -3.5], [-1.9, 0.9, 1.9], [0.1, -3.7, 1.6], [1.4, -4.1, 0.3], [0.1, 0.1, -0.1], [5.8, -0.1, 0.4], [-1.8, -0.9, -0.5], [-3.8, -4.4, 0.2], [-4.1, 4.2, -1.6], [0.1, 3.8, -1.9], [-1.4, 3.8, -0.6], [-2.2, 0.4, 1.4], [1.6, -0.3, 2.1], [0.0, -2.4, -1.3], [1.8, 1.5, 1.1], [0.4, -1.4, -2.2], [-1.2, 1.1, 2.0], [1.2, 1.9, -1.1], [1.1, -1.2, -0.2], [1.6, 2.0, 0.1], [-1.2, 0.8, 2.0], [2.1, -1.6, 0.7]], "mulliken_charge": [-0.703, -0.543, -0.334, -0.358, 0.370, -0.244, -0.211, 0.349, 0.990, -0.851, -0.591, -0.579, -0.022, -0.358, 0.167, 0.279, 0.231, 0.333, 0.261, 0.232, 0.254, 0.356, 0.319, 0.325, 0.326], "multiplicity": 1, "charge": 0, "gap_ev": 8.8, "largest_force_ev_per_a": 6.084, "smiles": "CCCNc1nnc(S(C)(=O)=O)nn1", "e_homo_ev": -10.4}

{"formula": "C6H11N5O3", "method": "ωB97M-V/def2-TZVPD", "elements": ["C", "C", "C", "C", "C", "N", "N", "H", "H", "H", "H", "H", "H", "H", "H", "O", "N", "O", "O", "H", "N", "C", "N", "H", "H"], "positions_angstrom": [[-0.771627, 0.326237, -3.264850], [-1.075880, 0.072877, -1.871041], [-2.138356, 0.416361, -1.035757], [-1.801502, -0.056630, 0.207083], [-2.560490, -0.050656, 1.553098], [-0.582683, -0.665080, 0.127889], [-0.120196, -0.559207, -1.186136], [-0.331999, 1.271838, -3.544670], [-1.696869, 0.427484, -3.930730], [-0.073972, -0.388805, -3.754028], [-3.018297, 0.987872, -1.372587], [-1.759959, -0.452772, 2.072993], [-3.375729, -0.688694, 1.459881], [-2.822125, 0.910086, 1.880501], [-0.271443, -1.322866, 0.888854], [1.114652, -1.375385, 2.655824], [2.262692, -1.332786, 2.888654], [2.920970, -2.197744, 3.384953], [2.913969, -0.157276, 2.618013], [2.391228, 0.587627, 2.176573], [2.958985, 0.575192, -1.145256], [2.127966, 0.748465, -0.298232], [1.484071, 1.001834, 0.691731], [3.078563, -0.093593, -1.964943], [1.148031, 2.015621, 0.762182]], "forces_ev_per_a": [[-1.1, 0.4, -3.6], [1.8, -0.7, 1.6], [-0.9, 0.8, -0.5], [-0.9, 0.1, 0.8], [2.0, 0.1, -3.2], [-1.6, 0.2, -1.0], [-0.1, -1.3, 1.4], [0.5, 0.7, 0.8], [0.9, -0.7, 1.0], [-0.7, 0.0, 0.7], [0.5, -0.5, 0.6], [0.8, -0.9, 2.5], [-1.5, -1.1, 0.2], [-0.3, 1.3, 0.4], [0.3, 1.1, -1.7], [-3.1, 0.0, -0.8], [1.5, 0.8, 0.5], [0.7, 0.3, -0.1], [1.6, 0.2, 0.7], [-0.7, -1.7, -0.1], [0.8, -1.7, -1.7], [1.6, -0.2, -2.0], [-1.3, 3.3, 2.2], [-0.9, 1.5, 1.8], [0.2, -2.1, -0.3]], "mulliken_charge": [-1.203, 0.947, -0.944, 0.523, -1.089, 0.287, -0.859, 0.243, 0.318, 0.328, 0.337, 0.272, 0.311, 0.317, 0.254, -0.534, 1.046, -0.574, -0.457, 0.446, -0.537, 0.658, -0.644, 0.311, 0.242], "multiplicity": 1, "charge": 0, "gap_ev": 9.6, "largest_force_ev_per_a": 4.190, "smiles": "Cc1cc(C)[nH]n1.O=[N+]([O-])O.N=C=N", "e_homo_ev": -9.0}

{"formula": "C6H11NO", "method": "ωB97M-V/def2-TZVPD", "elements": ["C", "C", "C", "C", "C", "C", "N", "O", "H", "H", "H", "H", "H", "H", "H", "H", "H", "H", "H"], "positions_angstrom": [[0.598613, 0.537687, -0.024351], [-0.702312, 0.567077, 0.649910], [1.809930, 0.218362, 0.798625], [0.834105, 1.463844, -1.176420], [-0.760770, -1.743779, -0.479462], [-1.602595, -0.726007, 0.348824], [-2.787225, -0.770462, 0.714325], [-1.341212, -2.688149, -1.074799], [-3.278460, -1.597131, 0.377955], [-0.049047, -0.865944, -1.075522], [-1.325317, 1.393591, 0.308347], [-0.605395, 0.551008, 1.735988], [0.077086, -1.949672, 0.248424], [2.197154, 1.134851, 1.260894], [1.589175, -0.488187, 1.597270], [1.184033, 2.435054, -0.803261], [-0.070958, 1.634191, -1.757128], [1.623605, 1.083976, -1.827406], [2.609590, -0.190309, 0.177787]], "forces_ev_per_a": [[-0.5, 0.1, -0.6], [-0.6, -1.0, 0.3], [0.0, -0.7, -0.4], [0.1, 0.0, -0.1], [-0.1, -0.3, 1.4], [0.8, 0.9, -1.0], [-0.2, 0.0, 0.2], [0.6, 0.7, -0.1], [0.1, 0.0, -0.1], [0.1, 0.6, 0.4], [0.1, 0.0, 0.1], [0.0, 0.3, 0.0], [-0.1, -0.6, -0.1], [-0.2, 0.0, -0.1], [0.0, 0.0, 0.0], [0.0, 0.0, 0.1], [0.0, 0.0, 0.0], [-0.1, 0.0, 0.0], [0.0, 0.0, 0.0]], "mulliken_charge": [0.788, -0.701, -1.519, -1.497, 0.103, 0.388, -0.649, -0.610, 0.303, 0.174, 0.334, 0.359, 0.161, 0.413, 0.384, 0.435, 0.376, 0.383, 0.374], "multiplicity": 1, "charge": 0, "gap_ev": [7.7, 7.0], "largest_force_ev_per_a": 1.577, "e_homo_ev": [-8.7, -8.4]}

{"formula": "C6H11NO", "method": "ωB97M-V/def2-TZVPD", "elements": ["C", "N", "C", "O", "C", "C", "C", "C", "H", "H", "H", "H", "H", "H", "H", "H", "H", "H", "H"], "positions_angstrom": [[-1.735041, -0.184608, -0.236565], [-0.979189, -1.235364, -0.760628], [-0.406729, -1.002547, -2.139998], [-0.724378, 0.146487, -2.627159], [-0.885107, 1.015578, 0.419264], [0.142869, 0.634371, 1.334289], [1.477123, 0.512902, 0.940191], [2.529931, 0.352465, 1.752158], [-2.154723, 0.241029, -1.166762], [-2.521952, -0.503842, 0.437659], [-0.681636, -1.897565, -2.750353], [0.690195, -1.177574, -1.955158], [-0.390528, 1.488309, -0.429078], [-1.540880, 1.742443, 0.876383], [-0.087268, 0.463613, 2.385967], [-0.385914, -1.753184, -0.130831], [1.686749, 0.470606, -0.126957], [2.437591, 0.337969, 2.834887], [3.528887, 0.348911, 1.342691]], "forces_ev_per_a": [[-0.4, -1.4, -1.4], [-0.5, 0.1, 0.4], [0.5, -0.7, 0.0], [-0.2, 0.5, -0.2], [1.7, 1.1, 0.1], [-1.0, 0.4, 0.6], [0.6, -0.9, -1.0], [0.2, 0.3, 0.7], [0.0, 0.5, 0.4], [0.2, 0.0, 0.5], [-0.2, 0.0, 0.1], [0.3, 0.2, 0.0], [-0.3, -0.2, -0.3], [-0.7, -0.2, 0.2], [0.0, 0.1, 0.0], [-0.1, -0.1, 0.0], [-0.2, 0.4, 0.0], [0.0, 0.0, -0.1], [0.1, -0.2, 0.0]], "mulliken_charge": [-0.617, -0.244, -0.336, -0.708, -0.610, -0.175, 0.126, -0.823, 0.325, 0.366, 0.290, 0.205, 0.348, 0.437, 0.355, 0.287, 0.229, 0.266, 0.280], "multiplicity": 1, "charge": 0, "gap_ev": 4.3, "largest_force_ev_per_a": 2.051, "e_homo_ev": -6.8}